The following is a DFT calculation (ωB97M-V with the def2-TZVPD basis set) of a cluster of 5 separate species, C35H67FO10 in total.

```
113
Properties=species:S:1:pos:R:3
F -4.26445 1.62685 -5.43760
O 2.99172 6.86884 0.85850
O -2.75740 2.38988 -0.77759
O -3.74452 0.47648 -1.30233
O -7.49627 -8.30914 2.22159
O 7.68736 -0.83119 2.57354
O -2.36749 1.07992 1.10218
O 6.99623 4.24336 -1.20020
O -2.32722 -1.98877 0.98853
O 6.30361 2.21140 -0.65078
O -6.04351 -4.59138 0.17876
C 3.08439 1.50606 -2.02409
C 2.56163 7.72731 1.92250
C -6.87958 -5.28510 -0.75446
C 2.63617 0.96105 -0.66098
C -4.15468 1.31726 -4.07524
C -1.51619 0.16689 1.76039
C -1.80309 1.65310 -0.03032
C 3.28330 9.05161 1.73789
C -7.56673 -9.72879 2.06041
C 3.70269 7.64955 -0.11442
C 1.81775 1.96189 0.17941
C 6.21334 3.56590 -0.65399
C 7.36093 0.50848 2.18461
C -5.29916 -9.17132 2.42110
C -1.27386 -3.64325 -0.55962
C 5.04993 4.20040 0.08107
C -0.67101 2.65468 0.32826
C -7.87878 -3.18575 -0.35572
C 8.67096 1.19171 1.82928
C -3.75016 1.63623 -1.30474
C 6.20614 1.66226 -1.98039
C -8.24478 -4.62096 -0.70229
C 9.49909 0.02381 1.31185
C -2.42427 -2.65992 -0.27194
C 0.57385 2.49058 -0.57099
C 9.04694 -1.10684 2.22431
C 5.40621 0.35411 -1.98422
C -6.16448 -10.19585 1.69935
C 4.03413 0.46671 -2.67127
C 3.44759 9.10882 0.22653
C -6.12276 -7.90314 2.26195
C -1.21125 -1.11206 0.99835
C -5.20807 2.13198 -3.34855
C -6.70219 -3.38243 0.58730
C -4.89016 2.45041 -1.86572
H -4.61668 3.50433 -1.80049
H -6.20265 1.69698 -3.42301
H -7.03772 -3.51548 1.62103
H -1.59052 -4.68365 -0.56980
H -5.27737 3.08509 -3.87338
H 4.24984 9.76741 -0.10342
H 2.78482 7.25581 2.88044
H 4.44665 4.77456 -0.61577
H -0.42368 -1.62616 1.57153
H -0.56231 0.59343 2.09741
H 1.99170 0.09205 -0.82823
H 5.75785 2.38350 -2.66809
H 2.44981 2.80870 0.44012
H -5.97416 -7.19838 3.08045
H -5.89138 -7.39559 1.32021
H -2.51566 -1.87561 -1.02819
H 7.20995 1.46620 -2.36313
H 4.26466 9.01404 2.21739
H -5.99499 -2.55244 0.55433
H -8.69385 -2.62066 0.09487
H 9.63753 -1.13231 3.14678
H 9.22500 -0.19670 0.27677
H 4.21079 0.70363 -3.72490
H 0.84674 3.48204 -0.93940
H -0.43927 2.63713 1.39087
H -4.35133 0.25034 -4.01171
H 8.54661 1.99798 1.10739
H 1.52111 1.43972 1.09310
H 4.46201 3.38533 0.50539
H -8.84250 -5.05727 0.10178
H 10.57418 0.19564 1.35000
H -8.30304 -9.97107 1.29267
H -3.12905 1.55793 -3.79561
H 3.57920 -0.52734 -2.64238
H -5.21476 -9.43431 3.47862
H -1.06116 3.65360 0.12513
H 3.50572 0.65865 -0.07637
H -5.96990 -11.22534 1.99788
H 5.37740 4.80588 0.92245
H -8.80157 -4.72130 -1.63336
H -6.00984 -10.11871 0.62009
H -6.91866 -6.34312 -0.49032
H 2.22762 1.55678 -2.69586
H 6.69401 0.45828 1.31860
H -4.29378 -9.07805 2.01254
H 9.13433 1.60655 2.72841
H -0.78936 -0.95612 0.00218
H 1.47674 7.85196 1.84026
H -6.42858 -5.18929 -1.74863
H 5.33570 -0.03565 -0.96846
H 2.51703 9.44534 -0.23730
H -0.42873 -3.53969 0.12010
H -7.55314 -2.65672 -1.25526
H -7.89820 -10.16362 3.00968
H 2.73416 9.89551 2.15331
H -5.73746 2.32685 -1.19282
H -1.34978 0.92705 -0.71237
H 5.98957 -0.37798 -2.54942
H 9.10814 -2.08572 1.74668
H 4.76715 7.40410 -0.03329
H 3.36073 7.38495 -1.11612
H 3.59871 2.46512 -1.94566
H -0.88381 -3.42517 -1.55868
H -3.35284 -3.23220 -0.24988
H 6.83408 1.00580 3.00087
H -2.04637 -0.13580 2.66323
H 0.35265 1.91155 -1.47143
```

Summary:
SMILES string: CCOCCO[C@H](CCCCCCCCOC(C)=O)OC(=O)CCCF.C1CCOC1.C1CCOC1.C1CCOC1.C1CCOC1
M, g mol⁻¹: 666.9
Charge: 0
Energy above the lowest of the compared OMol25 structures with the same formula, charge and spin, eV: 0.873

=====

The following is a DFT calculation (ωB97M-V with the def2-TZVPD basis set) of a structure of composition C35H69BCl2FMgN12O7PSSi2.

```
132
Properties=species:S:1:pos:R:3
Cl 4.63295 0.28989 5.31128
Cl 0.00721 -3.50462 3.98780
S 2.07014 4.99953 1.43598
P 2.05831 -7.71443 3.69770
Si 3.45007 2.14721 -5.02139
Si 0.92505 3.10467 -6.39793
Mg 0.20302 -12.80627 2.75017
F 2.57251 0.33325 1.82889
O 1.37485 -3.16173 2.35076
O 2.25627 -1.44046 -0.90495
O -0.49936 -1.44970 0.92852
O 4.86921 -12.40526 4.93508
O 3.25275 2.96221 2.85795
O -2.61628 -1.57492 0.78380
O 1.98506 -6.21500 3.41252
N 1.49261 3.70692 3.88270
N 1.92424 2.96225 -5.00572
N -1.65948 -1.20049 0.21585
N -0.41908 1.24999 3.48316
N 1.98173 -9.45324 3.84982
N 3.69788 -7.86136 3.13986
N -4.88897 5.05193 1.16351
N 2.01512 2.73646 4.65219
N 1.14952 0.61524 -0.51619
N 3.48535 -1.98424 2.77453
N -8.38860 6.76505 -4.65777
N 1.97168 -7.51856 5.40932
C -4.96787 5.42908 -1.17027
C -0.53166 -0.08114 2.89133
C 2.22662 3.87584 2.79981
C 0.35727 1.43963 -7.06621
C 4.69456 2.94094 -6.18832
C -8.17223 5.32580 -2.78719
C -1.04819 1.83674 0.14491
C -4.11539 4.76075 2.38913
C -0.68449 2.97227 -0.91292
C 3.29867 0.32319 -5.45719
C 3.11411 2.26408 4.02829
C 0.10847 -0.23743 1.45069
C -9.06458 7.09434 -5.92584
C -7.07925 6.06864 -2.31559
C 0.69050 -10.02627 4.17520
C 4.83039 -7.71038 4.04200
C 2.67426 -8.23678 6.45059
C 4.18342 2.24014 -3.28815
C -8.80319 5.68637 -3.95025
C 0.21166 1.02492 0.54077
C -6.34227 5.68478 -1.11037
C 3.98595 -7.08669 1.93065
C -7.35611 7.52043 -4.21842
C -6.96201 5.58108 0.14411
C -6.69350 7.19269 -3.06298
C 3.04694 -10.43111 3.82247
C 1.64505 -0.64214 1.41445
C -6.22105 5.26906 1.25740
C 1.74710 4.06153 -7.79333
C 0.60532 3.77458 -0.54790
C -4.26811 5.11559 -0.03224
C -0.63025 4.06314 -5.91212
C 1.78651 -0.63048 -0.18369
C 0.67184 -7.06586 5.89343
C 0.41805 4.71971 0.69285
B 2.12990 -1.97321 2.20059
H 3.16123 -7.14577 1.21848
H 0.51713 -10.97244 3.62781
H -3.07634 4.57078 2.13213
H -0.37254 5.06258 -5.55372
H -1.54355 3.67606 -1.02576
H 3.08783 0.17630 -6.51846
H 3.74816 -8.26201 6.29401
H -7.07269 8.37823 -4.81196
H -1.29437 4.17004 -6.77635
H -3.20397 4.91924 -0.05925
H 1.97585 -3.93613 2.40212
H 2.55517 -7.72827 7.40994
H 4.45675 2.73812 -7.23447
H 4.87404 -7.47844 1.42797
H 5.69493 2.54142 -5.99820
H 0.25655 -6.28606 5.25247
H 4.78515 -6.77718 4.61756
H 2.18860 4.98907 -7.42341
H 5.78007 -12.32605 4.63821
H -4.43460 5.47089 -2.11221
H -0.02924 0.80838 -6.26352
H 0.07421 5.71572 0.31700
H -0.08374 -0.78981 3.62344
H 1.16708 0.90878 -7.56823
H 1.00834 4.32232 -8.55837
H 2.66360 -11.44009 3.64018
H -8.02227 5.76762 0.26042
H 4.91096 -8.55874 4.72252
H -0.44395 1.58161 -7.79894
H 3.89510 1.38995 4.38235
H -4.18206 5.63032 3.04144
H -0.05992 -7.88372 5.94747
H 4.73160 4.02287 -6.04358
H -1.09317 1.90885 3.11406
H -5.87087 7.81864 -2.74053
H 0.74117 1.75686 1.20683
H -8.64507 8.00688 -6.33938
H 0.60011 -10.23175 5.24845
H 2.31560 -9.26577 6.59008
H 5.15217 1.73366 -3.25669
H -10.12549 7.23155 -5.72279
H -8.51927 4.44678 -2.25839
H 5.77323 -7.72595 3.49134
H 3.76132 -10.25471 3.02376
H 3.58395 -10.47359 4.78125
H -1.55582 2.28621 1.03165
H -1.84061 1.22699 -0.35730
H -0.11868 -9.34969 3.89062
H -6.66426 5.19860 2.24147
H 4.23642 -0.19440 -5.23616
H -8.90449 6.26663 -6.61582
H 2.52698 3.47444 -8.28030
H 0.52488 1.61804 3.48070
H 4.33275 3.27978 -2.98702
H 3.53930 -1.35739 3.59382
H -0.52131 2.52490 -1.92365
H -9.63664 5.12374 -4.34838
H -1.61825 -0.33569 2.86063
H 4.16647 -6.02830 2.15602
H 0.56761 0.59468 -1.35678
H -4.54670 3.88213 2.86566
H 2.50644 -0.15310 -4.87591
H 0.82121 4.43132 -1.42776
H -0.35816 4.37796 1.41033
H 0.74597 -6.61809 6.88780
H 4.17045 -1.65414 2.09474
H 3.52330 1.75831 -2.56250
H 1.50353 3.12349 -0.45767
H -1.17742 3.53834 -5.12444
```

Summary:
M, g mol⁻¹: 1014.2
Charge: 0

=====

The following is a DFT calculation (ωB97M-V with the def2-TZVPD basis set) of a cluster of 9 separate species, C35H69F3NO28S in total.

```
137
Properties=species:S:1:pos:R:3
S -2.96614 -1.01079 0.09244
F -8.59609 -5.17162 0.81346
F -8.76789 -3.71260 2.38343
F -10.50542 -4.80880 1.74462
O 2.24537 0.51653 -0.22552
O -1.68623 -3.88469 6.36098
O 2.17995 -4.27640 -1.85948
O -1.65149 -1.58929 0.13607
O 5.75378 8.25579 -2.55410
O 6.64270 -5.25079 -3.38832
O 2.99393 2.35871 -1.06126
O 0.24593 -5.29505 -1.29679
O 8.83224 8.70787 5.16668
O 8.16408 -6.38894 -4.41400
O 7.34189 7.52439 3.95743
O 7.20202 8.04732 -0.83446
O 3.45226 4.62621 6.06589
O -2.94471 -3.49999 -4.57194
O 4.06557 6.78944 6.28160
O -1.10000 -4.34800 -5.55354
O -3.67414 -1.47941 1.42977
O -3.08188 0.41902 -0.02171
O 8.61454 9.16163 3.06571
O 8.56850 -4.21544 -3.95292
O -7.84244 -0.16805 -1.09472
O -1.44715 -4.68361 4.26259
O -1.98202 -2.57118 -6.39270
O 1.20596 1.38242 -2.03486
O -1.40682 -2.47838 4.74666
O 3.31244 5.75203 8.01810
O 5.51069 6.59987 -1.18791
O 1.75779 -6.44334 -2.33259
N -10.61909 -0.15662 -1.17481
C -2.97643 -1.54774 -6.37433
C 7.98953 8.90073 1.79842
C -1.06510 -5.37837 -4.55726
C -1.79662 -5.23313 6.82659
C 8.45286 7.94046 6.31321
C -8.44535 0.64708 -0.11377
C -6.09100 -1.86548 -2.35040
C 6.18480 -4.02154 -2.81604
C -1.18913 -2.21631 3.35585
C 1.46654 -5.24605 -1.83028
C 3.59768 5.62555 6.72031
C -1.50568 -3.77157 5.04619
C 6.46111 9.43026 -2.96663
C -8.42876 -1.45571 -1.26712
C -9.97120 0.48562 0.02588
C -5.31582 -2.10077 -1.05032
C 7.86289 -5.18812 -3.92160
C 6.24799 7.67150 -1.46688
C 8.18470 8.38396 4.04959
C 2.06283 1.41306 -1.18868
C 5.94158 5.87535 -0.02758
C 1.30089 -0.56193 -0.24101
C -2.09027 -3.47721 -5.42599
C 2.80024 4.56333 8.62402
C -8.45139 -2.26938 0.05246
C -9.79790 -1.21093 -1.90598
C -3.82975 -1.75679 -1.26362
C -9.68270 -3.15866 0.27295
C -7.58495 -2.20964 -2.33008
C 3.05202 -6.51028 -2.94258
C 9.45823 -6.46656 -5.02007
C -9.38954 -4.22343 1.31595
C 2.92507 3.39429 -2.04294
C -0.18633 -4.05236 -0.73166
C 4.43357 6.79790 4.89545
H -3.75324 -0.99960 -2.05070
H -2.01114 -2.60089 2.76397
H -2.74993 -0.89991 -7.21516
H 8.42306 9.59624 1.08913
H 0.47136 -3.73846 0.07582
H 7.49488 9.18980 -3.20608
H -10.84097 0.58096 -1.84388
H -9.94001 -3.71474 -0.63526
H -10.55163 -2.59970 0.63438
H -1.18467 -4.21873 -0.34046
H -0.88856 -5.79017 6.60536
H 8.65860 6.88395 6.15209
H 9.05784 8.31529 7.13298
H 5.94780 9.78818 -3.85356
H 3.11858 -5.81457 -3.77704
H -3.26177 -2.63723 -1.57432
H 2.61790 4.81582 9.66428
H -8.01154 0.42766 0.87155
H 1.87084 4.25875 8.14635
H -5.40252 -3.16012 -0.77565
H 6.12896 -3.24023 -3.57148
H 1.97269 3.91830 -1.98623
H 3.52668 3.75554 8.55917
H -3.97035 -1.97669 -6.49339
H -8.19806 1.68745 -0.33685
H 5.26096 5.03504 0.07369
H -0.20850 -5.99756 -4.80300
H -5.62782 -2.50192 -3.11659
H 7.39658 8.07958 6.53736
H 6.95664 5.50655 -0.16090
H -1.13471 -1.13671 3.25015
H 5.23019 6.08462 4.70445
H 5.18977 -4.22375 -2.42840
H 3.56916 6.57403 4.27185
H -8.35259 -1.60340 0.91632
H 9.53017 -5.77693 -5.85869
H -5.73866 -1.51794 -0.22395
H 1.57461 -1.21015 0.58669
H 10.23559 -6.24217 -4.29253
H -10.25158 -0.09504 0.90770
H -1.97570 -5.97297 -4.59093
H 3.82676 -6.28574 -2.21269
H 6.43002 10.18899 -2.18717
H -0.93765 -4.94966 -3.56474
H -4.57387 -1.13392 1.51139
H -10.43821 1.46776 0.13809
H -2.92368 -0.97958 -5.44674
H 9.56048 -7.48928 -5.36968
H 0.29316 -0.18788 -0.10046
H -1.93737 -5.16468 7.90085
H 3.73042 4.08608 -1.81277
H 1.37457 -1.11420 -1.17657
H -9.62653 -0.81716 -2.91012
H -0.25170 -2.65978 3.02490
H -5.95780 -0.83411 -2.69479
H 3.17220 -7.52728 -3.30206
H -7.71999 -3.29026 -2.18729
H 8.18403 7.88382 1.47558
H -10.39986 -2.11449 -2.02196
H 6.91736 9.07012 1.87635
H -7.56948 -2.91559 0.08746
H 4.79578 7.79831 4.68730
H 5.88865 6.49983 0.86249
H 6.83649 -3.70237 -2.00521
H -11.51861 -0.55777 -0.90845
H -0.21567 -3.28314 -1.50158
H -2.65116 -5.72820 6.36922
H 3.06571 2.98949 -3.04330
H -7.97575 -1.99284 -3.33221
```

Summary:
M, g mol⁻¹: 1041.0
Charge: +1

=====

The following is a DFT calculation (ωB97M-V with the def2-TZVPD basis set) of a cluster of 10 separate species, C35H69N2O10 in total.

```
116
Properties=species:S:1:pos:R:3
O 7.55292 1.60522 4.53657
O -1.02596 -3.74296 -2.00201
O 0.75964 4.12158 2.80751
O -4.37132 1.33301 -4.35875
O -8.83189 -3.77087 -4.14167
O 4.91626 5.95100 3.37312
O 2.58867 -0.47423 0.88192
O -6.80149 -1.98903 -0.47663
O -1.99631 0.86652 2.43208
O 6.59741 -2.01263 -3.05138
N -2.38702 -2.24157 -2.95079
N 1.72460 -4.29278 -1.13152
C -7.55519 -1.77569 -4.34457
C -7.73385 -3.26442 -4.17223
C 5.43671 5.07609 4.03230
C 2.30458 1.66075 1.89290
C 2.00913 0.19972 1.71762
C 2.07114 -3.94238 -3.39771
C 1.72434 -5.03228 -2.38062
C 8.31571 0.93578 6.68698
C 5.05078 -1.59648 -1.29524
C 1.41787 6.04292 4.04685
C -3.74469 3.19886 -5.69268
C -7.66105 -2.76047 -0.10661
C 6.11992 -2.39209 -2.00942
C 1.39440 -2.75546 -2.69669
C -4.02508 0.95038 1.19268
C 0.95933 -0.39580 2.61247
C -3.59784 3.21199 -3.12358
C -3.08620 1.37803 2.29453
C -9.10852 -2.56430 -0.48015
C 1.19932 5.25224 2.78538
C 6.56193 -3.68433 -1.36064
C -2.53973 -1.76641 -4.34217
C -3.56301 2.47011 3.21710
C -2.70827 -1.19604 -1.96279
C 8.51313 -0.56903 4.60958
C -1.11719 -2.79900 -2.68229
C -7.32557 -3.95975 0.74570
C 0.11121 -2.14245 -3.24266
C -6.48041 -4.09407 -4.03249
C 5.68158 5.25188 5.51129
C 5.87114 3.76809 3.42458
C 1.55880 5.93285 1.48940
C -3.94684 2.46710 -4.38947
C 8.07448 0.74409 5.21019
C 1.49859 -3.05844 -1.22879
H -6.25449 -3.97905 0.93731
H -2.79423 2.67921 3.95766
H -2.56851 -0.68229 -4.37749
H 2.18648 -6.00565 -2.42085
H -9.20430 -1.66929 -1.09121
H 7.95589 1.91725 6.98833
H 0.12082 -2.28772 -4.31236
H 1.89365 -4.82334 -0.28285
H 5.14545 4.48415 6.07171
H -3.21038 -1.63164 -1.11294
H 1.76454 -4.16184 -4.40366
H -6.74842 -5.14206 -3.91393
H 6.97433 -3.48446 -0.37062
H 0.81582 6.95268 4.02708
H -4.03330 2.55304 -6.51899
H -7.85411 -3.90121 1.69824
H -6.98421 -1.56803 -5.25132
H 7.98703 -1.39452 5.09170
H 5.32645 6.23183 5.82426
H 1.40638 2.24704 1.70856
H 0.66285 -5.24424 -2.55947
H 1.35750 5.25997 0.65755
H 5.71486 -4.36818 -1.26935
H 0.00560 0.10962 2.44718
H -9.71460 -2.44470 0.41927
H 0.84358 -1.45532 2.38320
H -2.69517 3.47460 -5.80777
H -4.36067 4.09883 -5.71533
H 9.38288 0.86854 6.90310
H 2.47455 6.30350 4.13523
H 0.96271 6.83816 1.36495
H 1.46661 -2.38832 -0.38500
H 7.78149 0.17280 7.25522
H 5.39473 -1.30788 -0.30192
H -3.55983 0.16096 0.60537
H 5.34530 2.94191 3.90190
H 6.94110 3.63584 3.55256
H 5.63833 3.76992 2.36045
H -7.03456 -1.35975 -3.47927
H -2.54213 3.48856 -3.13129
H -3.42834 -0.52311 -2.40478
H -4.95503 0.57162 1.61850
H 1.25367 -0.29089 3.65750
H -4.47354 2.15520 3.72920
H -3.52262 -2.08274 -4.67195
H 2.12426 -1.95241 -2.83865
H -9.46488 -3.42206 -1.05312
H -1.83692 -2.19172 -5.04351
H -7.60879 -4.87696 0.22717
H 4.14004 -2.19307 -1.20696
H 0.12032 -1.07175 -3.08798
H 8.28281 -0.57492 3.54623
H -3.79089 2.57388 -2.26309
H -5.86300 -3.98689 -4.92624
H 4.82900 -0.69620 -1.86442
H 1.12598 5.44541 4.90865
H -3.76217 3.37893 2.64741
H 3.14748 -3.84431 -3.33224
H -4.24399 1.79648 0.53937
H 6.74903 5.17740 5.72336
H -8.53184 -1.30379 -4.42884
H -1.83034 -0.61866 -1.66463
H 9.58844 -0.69851 4.73964
H -5.91952 -3.76903 -3.15335
H 2.61935 6.19168 1.49042
H -4.20790 4.11225 -3.03973
H 2.65769 1.85111 2.90678
H 3.07740 1.96198 1.18663
H 7.32813 -4.15310 -1.97378
```

Summary:
M, g mol⁻¹: 677.9
Charge: +1

=====

Short version: E_LUMO = 0.02328, -0.17336, -0.13828, -0.12184 hartree, in the order given.
Short version: E_tot = -60571.162, -139371.804, -115215.615, -60862.084 eV, in the order given.